w:
One molecule with the formula C5H7NO2. Source: OMol25; level of theory: the ωB97M-V functional and the def2-TZVPD basis.

Properties
lowest unoccupied orbital energy (alpha / beta): -0.2 / -0.2 eV
highest occupied orbital energy (alpha / beta): -7.833 / -7.833 eV
multiplicity: 1

Geometry as XYZ:
```
15
Properties=species:S:1:pos:R:3:lowdin_charge:R:1
C 1.61 0.22 0.08 -0.07
C 0.14 2.10 -0.39 0.05
C -1.66 -1.60 -0.15 0.00
N 1.27 1.51 -0.09 -0.04
C 0.75 -0.90 0.22 -0.38
C -0.72 -0.69 0.59 -0.40
O 1.16 -2.05 0.18 0.05
O -1.06 0.07 1.47 0.09
H 2.07 2.14 -0.01 0.17
H 2.67 0.01 0.09 0.12
H 0.11 3.17 -0.45 0.08
H -0.75 1.53 -0.53 0.08
H -1.26 -2.62 -0.07 0.09
H -1.66 -1.34 -1.20 0.09
H -2.66 -1.55 0.26 0.09
```



x:
A 2-piece molecular cluster, C5H7NO2 overall. Source: OMol25; level of theory: the ωB97M-V functional and the def2-TZVPD basis.

Properties
lowest unoccupied orbital energy: -1.3 eV
highest occupied orbital energy: -8.965 eV
multiplicity: 1

Geometry as XYZ:
```
15
Properties=species:S:1:pos:R:3:lowdin_charge:R:1
C -2.81 0.06 -0.11 -0.01
C -2.17 1.00 0.55 -0.03
C -1.83 -1.03 -0.39 -0.39
C -0.51 -0.59 0.23 0.04
C 3.05 -0.35 -0.40 -0.15
N -0.79 0.56 0.77 0.00
O -1.99 -2.09 -0.95 0.12
O 2.19 0.69 0.05 -0.19
H -3.79 -0.11 -0.52 0.12
H -2.50 1.91 0.99 0.11
H 2.42 -0.99 -1.13 0.10
H 3.51 -0.83 0.43 0.06
H 3.78 0.13 -1.03 0.06
H -0.07 1.32 0.86 0.15
H 1.52 0.33 0.66 0.01
```



y:
A 2-piece molecular cluster, C5H7NO2 overall. Source: OMol25; level of theory: the ωB97M-V functional and the def2-TZVPD basis.

Properties
lowest unoccupied orbital energy: -0.1 eV
highest occupied orbital energy: -9.974 eV
multiplicity: 1

Geometry as XYZ:
```
15
Properties=species:S:1:pos:R:3:lowdin_charge:R:1
C 0.83 1.14 1.29 -0.01
C -1.76 0.28 -0.89 -0.43
C 0.80 -0.25 0.73 -0.49
N -2.23 -0.94 -0.52 0.12
O -2.31 1.33 -0.63 0.00
O 0.20 -1.19 1.21 0.07
H -3.02 -0.95 0.11 0.11
H -1.58 -1.72 -0.44 0.09
H 1.06 1.88 0.52 0.09
H -0.16 1.38 1.68 0.09
H 1.57 1.19 2.10 0.10
C 1.66 -0.48 -0.47 -0.05
C 2.48 -0.79 -1.29 0.15
H 3.18 -1.11 -2.03 0.04
H -0.73 0.23 -1.37 0.13
```



z:
One molecule with the formula C5H7NO2. Source: OMol25; level of theory: the ωB97M-V functional and the def2-TZVPD basis.

Properties
lowest unoccupied orbital energy: 0.8 eV
highest occupied orbital energy: -8.946 eV
multiplicity: 1

Geometry as XYZ:
```
15
Properties=species:S:1:pos:R:3:lowdin_charge:R:1
C -0.72 -0.51 -0.10 -0.41
C 0.06 -1.29 0.92 0.01
C 0.70 -0.92 -0.39 -0.22
C 0.70 1.44 0.05 -0.08
C -0.75 1.01 0.02 -0.30
H -2.53 -0.23 -0.52 0.10
H 0.42 -0.80 1.82 0.12
H -0.23 -2.34 0.98 0.12
H 0.85 -1.69 -1.14 0.15
H 1.81 0.52 -1.34 0.10
H 0.88 2.27 -0.57 0.11
H 0.95 1.69 1.08 0.13
N 1.56 0.26 -0.39 0.00
O -1.93 -1.00 -0.57 0.04
O -1.78 1.60 0.15 0.13
```



The computed energies, referenced to the most stable structure and given in kcal/mol, are w 15.2; x 58.5; y 10.0; z 0.0.



w:
One molecule with the formula C5H8N2. Source: OMol25; level of theory: the ωB97M-V functional and the def2-TZVPD basis.

Properties
lowest unoccupied orbital energy: 1.0 eV
highest occupied orbital energy: -8.801 eV
multiplicity: 1

Geometry as XYZ:
```
15
Properties=species:S:1:pos:R:3:lowdin_charge:R:1
C 1.24 -2.05 -0.86 -0.03
N 0.32 -1.00 -0.50 -0.24
C 0.45 -0.14 0.54 -0.05
C -0.60 0.74 0.47 -0.29
C -0.69 2.07 1.12 -0.06
C -1.32 0.31 -0.67 -0.12
N -0.75 -0.74 -1.25 0.07
H 1.79 -1.78 -1.76 0.09
H 0.66 -2.96 -1.03 0.09
H 1.92 -2.19 -0.03 0.09
H 1.28 -0.18 1.23 0.13
H -0.43 2.77 0.37 0.06
H 0.01 2.15 1.95 0.08
H -1.69 2.26 1.53 0.08
H -2.21 0.75 -1.10 0.11
```



x:
One molecule with the formula C5H8N2. Source: OMol25; level of theory: the ωB97M-V functional and the def2-TZVPD basis.

Properties
lowest unoccupied orbital energy: 1.0 eV
highest occupied orbital energy: -8.838 eV
multiplicity: 1

Geometry as XYZ:
```
15
Properties=species:S:1:pos:R:3:lowdin_charge:R:1
C 0.02 -2.47 -0.63 -0.03
N -0.32 -1.13 -0.21 -0.23
C 0.18 0.02 -0.71 -0.05
C -0.08 1.01 0.21 -0.28
C 0.41 2.43 0.21 -0.06
C -0.77 0.34 1.23 -0.13
N -0.90 -0.96 0.99 0.06
H -0.86 -3.12 -0.57 0.09
H 0.80 -2.87 0.02 0.09
H 0.39 -2.44 -1.66 0.08
H 0.66 0.05 -1.68 0.12
H -0.40 3.16 0.33 0.07
H 0.95 2.66 -0.71 0.07
H 1.10 2.57 1.05 0.08
H -1.18 0.75 2.15 0.11
```



The computed energies, referenced to the most stable structure and given in kcal/mol, are w 2.4; x 0.0.



w:
One molecule with the formula C3H3N3O2. Source: OMol25; level of theory: the ωB97M-V functional and the def2-TZVPD basis.

Properties
lowest unoccupied orbital energy: -1.7 eV
highest occupied orbital energy: -10.279 eV
multiplicity: 1

Geometry as XYZ:
```
11
Properties=species:S:1:pos:R:3:lowdin_charge:R:1
C 0.51 -0.32 1.18 -0.04
C -0.37 -0.06 0.23 -0.11
C 0.71 0.19 -1.07 -0.05
N 1.84 -0.49 0.74 0.01
N 1.99 -0.23 -0.45 0.00
N -1.69 0.27 0.18 -0.39
O -2.05 0.85 -0.82 0.11
O -2.39 -0.09 1.11 0.11
H 0.13 -0.77 2.09 0.13
H 0.70 -0.58 -1.95 0.16
H 0.63 1.23 -1.24 0.10
```



x:
A 2-piece molecular cluster, C3H3N3O2 overall. Source: OMol25; level of theory: the ωB97M-V functional and the def2-TZVPD basis.

Properties
lowest unoccupied orbital energy: -1.8 eV
highest occupied orbital energy: -8.964 eV
multiplicity: 1

Geometry as XYZ:
```
11
Properties=species:S:1:pos:R:3:lowdin_charge:R:1
C 0.73 0.82 0.07 -0.35
C 1.41 -0.20 0.66 -0.13
C -1.13 -0.64 -0.32 -0.55
H 0.16 2.81 -0.13 0.36
H 2.58 -0.04 0.94 0.18
H -2.60 -1.75 -0.72 0.08
N 0.92 -1.44 0.71 0.13
N -0.43 -1.52 0.19 0.08
N -2.22 -0.81 -1.00 0.14
O 1.22 2.04 -0.35 0.01
O -0.64 0.73 -0.06 0.06
```



y:
One molecule with the formula C3H3N3O2. Source: OMol25; level of theory: the ωB97M-V functional and the def2-TZVPD basis.

Properties
lowest unoccupied orbital energy: 0.1 eV
highest occupied orbital energy: -9.135 eV
multiplicity: 1

Geometry as XYZ:
```
11
Properties=species:S:1:pos:R:3:lowdin_charge:R:1
C -0.49 0.30 -0.04 -0.36
C 0.51 1.26 -0.07 -0.11
C 1.18 -1.22 0.04 -0.24
H -3.45 -0.07 0.45 0.23
H 0.11 2.31 0.06 0.15
H 1.65 -2.24 0.02 0.16
N -1.68 0.65 0.15 0.03
N 1.73 1.01 -0.07 0.06
N 2.10 -0.33 0.09 0.05
O -2.51 -0.43 -0.13 -0.10
O -0.06 -0.99 -0.04 0.14
```



The computed energies, referenced to the most stable structure and given in kcal/mol, are w 26.0; x 23.2; y 0.0.



w:
A 2-piece molecular cluster, C3H9NOS overall. Source: OMol25; level of theory: the ωB97M-V functional and the def2-TZVPD basis.

Properties
lowest unoccupied orbital energy: 0.7 eV
highest occupied orbital energy: -8.966 eV
multiplicity: 1

Geometry as XYZ:
```
15
Properties=species:S:1:pos:R:3:lowdin_charge:R:1
C -0.37 -0.16 2.22 -0.18
C 0.89 -0.56 1.47 -0.61
S 1.78 0.94 0.87 0.67
H -0.63 0.85 1.93 0.06
H -1.20 -0.80 1.89 0.06
H -0.31 -0.34 3.29 0.07
H 0.79 -1.21 0.60 0.04
H 1.66 -1.06 2.05 0.05
H 2.46 0.25 -0.05 -0.15
C -1.40 -0.49 -2.27 -0.44
N -1.61 -1.11 -1.10 0.14
O -1.20 0.68 -2.47 0.02
H -1.50 -1.17 -3.14 0.12
H -1.82 -2.07 -0.99 0.09
H -1.41 -0.59 -0.27 0.07
```



x:
One molecule with the formula C3H9NOS. Source: OMol25; level of theory: the ωB97M-V functional and the def2-TZVPD basis.

Properties
lowest unoccupied orbital energy: 0.8 eV
highest occupied orbital energy: -9.398 eV
multiplicity: 1

Geometry as XYZ:
```
15
Properties=species:S:1:pos:R:3:lowdin_charge:R:1
C 0.07 0.41 0.05 -0.36
C 1.05 1.23 -0.76 -0.49
S 0.62 3.10 -0.56 0.66
N -0.11 -0.99 -0.38 -0.09
C -1.24 -1.78 0.08 -0.27
O -1.12 -2.24 1.48 -0.09
H 0.31 0.73 1.12 0.12
H -1.01 0.72 -0.13 0.12
H 1.14 0.82 -1.76 0.07
H 2.08 1.19 -0.39 0.06
H 1.63 3.41 0.25 -0.18
H 0.84 -1.39 -0.18 0.13
H -2.08 -1.14 -0.04 0.09
H -1.21 -2.74 -0.63 0.16
H -0.98 -1.35 1.88 0.08
```



y:
One molecule with the formula C3H9NOS. Source: OMol25; level of theory: the ωB97M-V functional and the def2-TZVPD basis.

Properties
lowest unoccupied orbital energy: 0.6 eV
highest occupied orbital energy: -8.277 eV
multiplicity: 1

Geometry as XYZ:
```
15
Properties=species:S:1:pos:R:3:lowdin_charge:R:1
C 2.26 -0.09 -0.14 -0.33
C -1.21 -0.02 1.49 -0.14
C -1.33 0.48 -1.30 -0.12
N 1.16 0.45 0.55 -0.32
O -0.03 -1.75 -0.30 -0.38
S -0.19 -0.32 -0.05 0.77
H 1.96 -0.05 -1.24 0.07
H 2.61 -1.20 0.07 0.09
H 3.19 0.57 0.08 0.09
H -1.95 0.65 1.25 0.00
H -1.68 -0.88 1.87 0.04
H -0.48 0.46 2.23 0.09
H -0.65 0.49 -2.15 0.05
H -2.11 -0.19 -1.51 0.05
H -1.55 1.40 -0.84 0.04
```



The computed energies, referenced to the most stable structure and given in kcal/mol, are w 0.0; x 28.5; y 79.1.